[1]
12
Properties=species:S:1:pos:R:3:forces:R:3 method="wB97M-V/def2-TZVPD" orbital_gap_ev=9.7 energy_ev=-10716.1232 homo_energy_ev=-9.3
O -0.32531 -0.91992 0.07997 -2.696 0.194 0.023
O 2.96961 0.11083 -0.27980 1.486 4.547 5.358
N -2.50795 -0.13903 -0.02001 2.524 -0.959 0.088
N -0.70882 1.36046 0.02784 -1.856 2.179 -1.041
N 1.65724 0.28680 0.22117 -1.205 -1.889 -0.866
C -1.17068 0.23127 -0.08604 -0.663 -0.939 1.985
C 0.98291 -0.80658 0.12663 1.684 -1.132 -1.610
H 3.30510 1.00112 0.56519 -0.377 -4.177 -4.330
H 0.26322 1.33577 -0.08174 1.718 0.515 0.293
H -2.57535 -1.12371 -0.16474 -0.986 -0.289 -0.141
H -3.22554 0.51622 -0.21936 -0.240 0.253 -0.328
H 1.33558 -1.85324 -0.16910 0.612 1.697 0.569

[2]
21
Properties=species:S:1:pos:R:3:forces:R:3 method="wB97M-V/def2-TZVPD" orbital_gap_ev=9.7 charge=+1 energy_ev=-18961.4889 homo_energy_ev=-13.1 smiles="NC1=N[N@@H+](C2CC2)C[C@@H]1I"
I 4.03620 0.23969 -0.06635 -0.838 -0.013 0.743
N 1.89439 -2.48144 -0.25055 0.615 -3.913 -1.481
N 0.32108 -0.87380 -0.70542 -3.924 0.330 -2.387
N -0.07093 0.46827 -0.37725 1.738 -0.638 1.649
C -1.41355 0.55234 0.20856 -1.076 -1.004 -0.644
C 1.30925 -1.34126 -0.13897 2.367 4.618 2.253
C 1.10019 1.04139 0.58686 -2.571 2.121 1.443
C 2.06613 -0.01071 0.82514 -0.092 -4.742 -1.477
C -2.59342 0.01608 -0.66214 1.079 -0.883 1.693
C -2.51711 1.42668 -0.28919 1.010 2.229 -1.262
H 1.98776 -0.58523 1.77518 0.794 1.301 -0.181
H 2.68781 -2.66588 0.31588 0.648 0.056 0.436
H -3.25972 -0.59457 -0.06422 -0.190 0.159 -0.155
H 0.52891 1.34291 1.54663 0.932 -0.563 -1.532
H -2.26135 -0.51928 -1.51079 0.121 0.258 -1.285
H -0.13953 1.00968 -1.20599 0.570 0.496 -1.373
H -1.38040 0.28789 1.21745 -0.003 -0.394 1.393
H -2.28620 2.34278 -0.92161 -0.385 -1.577 0.409
H 1.49350 1.98189 0.17325 -0.163 -0.570 -0.168
H 1.71138 -3.29117 -0.93438 -0.244 2.231 1.345
H -3.21440 1.65373 0.47792 -0.389 0.498 0.579

[3]
189
Properties=species:S:1:pos:R:3:forces:R:3 method="wB97M-V/def2-TZVPD" orbital_gap_ev=4.4 charge=-3 energy_ev=-151233.2005 homo_energy_ev=-0.9
F 14.80152 10.41562 15.48161 0.142 1.768 -0.674
F 11.39963 10.86980 23.10700 -1.184 0.455 -0.356
F 16.27100 19.44638 16.26348 -0.050 -1.483 0.611
F 14.30960 16.53689 15.26586 0.765 -0.036 0.869
F 13.27360 17.65566 16.85326 0.044 -0.217 -0.410
F 16.43087 12.01164 25.29152 0.000 -0.900 0.114
F 11.42302 8.66116 22.90489 -0.775 0.142 -1.089
F 12.25756 16.46920 15.34977 -1.672 -0.387 0.369
F 16.93571 9.79975 24.92310 -1.259 1.730 -0.288
F 15.27957 16.59954 12.36370 -0.691 -0.903 0.051
F 15.59174 18.68155 12.25658 -0.423 1.162 -0.337
F 7.15527 15.57114 13.08694 0.146 0.610 0.342
F 14.49841 8.37994 15.56750 -1.143 -2.502 -1.304
F 13.14345 9.89351 22.45755 0.703 -0.261 -0.650
F 15.10987 9.36293 17.30351 1.062 -0.089 -0.346
F 8.73023 14.11329 13.10941 -0.394 0.069 -0.156
F 16.38487 20.97276 14.90613 0.092 1.132 -1.522
F 18.34142 11.29421 24.61004 0.950 1.218 -0.212
F 17.99521 19.49041 14.89764 -0.521 0.149 0.271
F 17.25997 17.41518 12.60252 -0.284 -0.169 -0.449
F 9.29930 16.13925 13.52819 -1.154 0.021 0.213
O 12.42302 15.22794 18.15023 -0.314 0.944 0.887
O 19.49018 14.70507 17.30323 0.743 -0.227 -0.332
O 8.83283 17.13869 11.07800 -1.417 -1.547 -0.159
O 13.16249 18.50447 10.58777 -0.489 1.179 -0.529
O 16.95921 9.21379 14.05148 -1.505 -1.557 -0.145
O 18.05006 20.34995 17.96436 -1.761 0.264 1.156
O 17.44554 10.86873 21.92529 -2.049 0.810 3.321
O 10.73631 10.77036 13.21456 -0.289 0.560 0.490
O 10.29846 9.67193 16.82498 -0.698 -1.365 0.804
O 17.95210 9.67836 16.03174 -3.727 -0.431 -0.318
O 13.13096 8.38049 25.23105 -0.878 2.892 -2.913
O 15.56329 17.56901 9.29519 -0.174 -0.749 3.111
O 9.98925 15.11680 10.84139 -2.472 0.962 2.074
O 13.52208 14.00476 16.60581 -0.406 2.628 0.120
O 16.17329 12.63629 22.69192 0.311 -0.778 0.107
O 17.30055 16.26335 10.20922 -0.909 -2.189 0.955
O 19.25444 21.53575 16.45540 -3.440 -0.706 -0.504
O 11.34853 9.60653 25.65848 -1.173 0.847 -0.853
N 13.00306 12.91130 12.84972 1.079 0.009 1.073
N 11.63595 11.55361 18.88212 0.000 -0.250 0.762
N 11.70810 19.39483 13.07202 0.180 -0.856 1.198
N 17.53005 12.85986 18.41914 -0.622 0.388 2.417
C 12.10783 9.73943 23.27774 0.725 -1.404 2.712
C 11.08514 15.92697 20.05922 1.864 -0.831 -0.155
C 16.64676 14.94183 10.29177 1.896 -0.191 -0.926
C 16.45138 17.41110 10.34930 -0.417 1.031 -2.881
C 16.84451 9.00840 15.47918 4.248 1.298 1.401
C 12.96878 13.10626 11.32207 0.278 1.077 2.183
C 17.03886 11.12703 24.45529 0.644 -1.973 -0.661
C 13.12992 11.38927 13.24614 -0.853 0.906 1.164
C 18.91936 13.78864 16.38244 -0.957 -0.264 1.086
C 12.84879 20.36388 12.93888 0.247 0.767 -0.456
C 10.63559 12.61134 18.31199 0.954 -0.150 0.407
C 7.87781 19.04706 10.10219 0.498 0.189 -0.261
C 16.04390 8.82248 11.97420 -0.294 0.046 -1.633
C 17.54673 13.35583 16.98150 0.999 -0.568 -1.047
C 16.52778 11.24446 22.97095 2.259 -0.413 -3.754
C 8.76740 15.66214 11.29511 4.491 -1.382 -2.784
C 17.50177 20.89957 19.19764 1.463 -1.638 -0.941
C 12.28251 17.62951 11.19125 0.332 0.651 1.143
C 16.60812 8.11025 13.16842 0.208 1.381 0.096
C 11.33999 19.37202 14.57053 0.840 1.046 -1.047
C 9.57632 10.54991 26.94324 -0.846 -0.339 0.025
C 14.25082 13.58901 13.54169 -0.137 -0.616 -1.296
C 12.34270 10.75448 17.71451 -0.390 1.151 0.625
C 7.74286 17.52251 10.27701 -0.463 2.721 0.719
C 17.93901 21.14289 16.74628 4.905 0.446 -0.148
C 12.71837 12.22347 19.75311 0.830 -0.578 -0.793
C 18.75407 11.98044 18.72611 -0.497 0.315 -0.236
C 12.04024 10.42636 12.76576 -0.431 0.720 -0.839
C 11.46388 10.38317 16.53109 -0.165 0.989 -0.339
C 15.34501 9.29700 15.93833 1.235 1.000 1.576
C 17.80870 13.89714 10.35274 -0.161 0.643 0.055
C 12.53136 9.56242 24.77499 1.661 -3.418 3.093
C 11.80854 13.64268 13.48393 -0.936 -1.526 -0.906
C 10.96422 10.52442 19.85649 -0.450 0.672 -1.697
C 12.24777 17.96210 12.67183 -1.599 -0.671 0.500
C 10.89310 10.82320 26.20838 -0.530 -1.235 0.527
C 10.43732 19.87362 12.38184 1.807 -0.743 -0.333
C 13.46134 15.30591 17.16962 0.582 -4.630 -0.539
C 14.90385 13.09118 23.09771 1.325 0.130 0.390
C 16.25365 11.98391 18.56701 -0.148 0.588 -1.076
C 12.44049 16.12033 19.28780 -2.422 0.593 -1.182
C 13.30579 16.47115 16.16789 0.694 0.166 -0.132
C 17.41175 14.01423 19.53566 1.023 0.414 -1.076
C 14.79011 14.40706 22.40610 -1.372 1.427 -0.697
C 8.44573 15.38711 12.75575 1.860 -0.273 -0.014
C 16.11601 17.53105 11.86764 0.795 -0.500 0.214
C 18.00218 19.89112 20.26920 -0.007 1.377 -0.084
C 17.18940 20.22300 15.67201 0.717 0.982 1.499
H 12.89886 9.94198 18.18209 -0.367 -0.120 -0.022
H 17.17086 18.22441 10.25460 0.600 0.284 0.289
H 10.30435 15.76914 19.31520 -0.067 0.334 0.114
H 14.09734 12.39856 22.85707 -0.135 -0.190 -0.083
H 17.54772 18.90361 20.18933 0.033 0.152 -0.002
H 15.99275 14.73169 11.13807 -0.046 0.737 0.184
H 10.72417 19.92554 11.33154 -0.422 0.372 -0.032
H 18.43092 14.07910 11.22900 0.104 0.201 -0.061
H 11.60230 13.34899 14.51316 0.717 -0.168 0.016
H 16.41887 21.02354 19.19109 -0.283 -0.308 -0.145
H 16.78898 14.11557 16.78988 -0.171 -0.203 0.449
H 11.98207 12.82048 10.95761 0.317 -0.292 -0.169
H 18.65465 11.10154 18.08912 0.031 -0.083 -0.066
H 7.86233 19.55297 11.06755 -0.325 -0.118 0.154
H 8.02840 15.18574 10.65089 -1.028 0.488 0.148
H 18.83869 14.21670 15.38326 -0.670 0.367 0.072
H 13.17860 17.74454 13.19561 0.143 0.797 -0.122
H 10.98252 13.28368 12.86998 -0.262 0.548 0.180
H 17.33013 22.02813 16.92985 -0.878 0.070 0.063
H 6.80419 17.46464 10.82805 -0.310 -0.679 0.188
H 9.64254 19.13739 12.50185 0.145 0.023 0.142
H 12.65419 21.32075 13.42325 -0.478 -0.215 0.472
H 9.89275 12.19026 17.63451 -0.027 -0.518 0.622
H 10.24026 20.83330 12.85963 -0.285 -0.026 -0.441
H 13.34586 16.10707 19.89462 0.022 -0.297 -0.048
H 11.69311 9.80898 20.23722 0.148 0.288 -0.204
H 9.02653 11.44636 27.22997 0.126 0.413 -0.236
H 13.07728 11.45069 17.30981 0.094 0.218 0.031
H 13.81008 17.99101 10.09932 1.443 -0.101 -0.950
H 12.70336 16.62683 11.11625 -0.584 -0.359 0.109
H 7.11209 19.48977 9.46518 -0.225 -0.149 0.032
H 18.76884 11.70747 19.78127 -0.510 -0.015 0.062
H 8.88496 9.93023 26.37218 0.051 0.071 -0.421
H 16.12500 11.35037 17.68941 0.826 -0.099 0.113
H 14.97559 13.21719 24.17803 -0.714 0.173 0.149
H 13.75940 19.94381 13.36600 -0.207 -0.148 -0.037
H 18.42440 13.95185 9.45495 0.093 0.271 0.033
H 8.83387 19.35326 9.67757 0.170 -0.329 -0.257
H 14.39341 13.12089 14.51567 -0.243 0.390 0.023
H 13.99059 15.03765 22.79497 0.043 0.181 0.746
H 13.42734 11.46612 20.08761 -0.170 -0.511 -0.264
H 11.25732 17.67173 10.82342 0.025 -0.301 -0.417
H 11.54609 11.08291 27.04160 0.703 0.878 -0.404
H 13.14105 10.44757 24.95636 0.283 0.698 0.262
H 20.41257 14.45307 17.38861 0.165 0.366 0.119
H 10.95325 16.81786 20.67323 -0.365 -0.151 0.010
H 16.53327 14.65271 19.44228 -0.431 -0.706 -0.539
H 10.73071 11.57280 25.43390 0.277 0.422 0.219
H 12.05941 9.84649 15.79257 0.494 -0.074 0.211
H 13.31848 12.89947 19.14402 -0.580 0.393 -0.064
H 15.61472 10.65609 22.88018 -0.340 -0.182 0.461
H 10.23257 10.03550 19.21327 -0.047 -0.229 0.337
H 11.03901 11.24325 16.01356 1.039 0.785 -0.005
H 17.48690 7.54079 12.86584 0.469 0.177 0.117
H 14.40751 15.42226 17.69814 0.356 1.002 0.157
H 17.37281 12.43264 16.42872 -0.693 0.023 -0.212
H 15.98329 8.20373 11.07889 -0.083 -0.516 -0.016
H 15.40495 12.65809 18.45168 0.066 0.317 0.415
H 15.04492 9.24570 12.07928 -0.080 -0.116 0.511
H 7.56266 17.06250 9.30540 0.745 -0.564 -0.028
H 12.39159 12.63272 20.70906 -0.800 0.280 -0.483
H 13.02944 14.19248 11.25471 0.021 -0.021 -0.552
H 17.92128 21.88512 19.39961 0.263 0.206 -0.070
H 11.53072 17.25877 13.09524 -0.317 0.184 0.193
H 16.10215 14.75533 9.36618 -0.314 0.258 0.012
H 15.92652 7.34271 13.53502 -0.326 0.367 0.582
H 11.87662 14.72996 13.44803 0.439 -0.275 -0.401
H 18.22556 14.72427 19.38845 0.242 -0.361 -0.465
H 10.99754 20.38858 14.76400 -0.143 0.005 0.107
H 19.67375 12.52042 18.50092 -0.291 0.115 -0.073
H 10.21898 13.17619 19.14595 -0.215 -0.495 0.119
H 17.88038 20.33442 21.25751 -0.575 -0.208 0.307
H 19.08861 19.83715 20.19943 -0.025 -0.328 -0.472
H 11.14577 15.04014 20.69006 -0.226 -0.010 0.211
H 9.88998 9.52199 15.96926 -0.316 -0.146 0.159
H 14.10984 11.01095 12.95507 0.001 0.353 -0.266
H 17.51830 12.84921 10.42758 -0.616 0.001 0.010
H 11.15547 13.37308 17.73097 0.779 -0.302 0.043
H 17.50299 13.71752 20.58053 -0.289 -1.231 -0.317
H 13.05655 20.65525 11.90930 -0.184 -0.765 -0.156
H 10.52353 18.68542 14.79428 0.558 -0.330 -0.120
H 16.66885 9.64475 11.62575 0.281 0.090 0.481
H 13.14126 11.46612 14.33337 -0.074 -0.233 -0.057
H 14.11913 14.66915 13.60534 -0.418 -0.254 0.164
H 9.66363 10.00908 27.88557 0.645 -0.156 0.007
H 17.00617 7.96045 15.73170 -0.584 -0.749 -0.266
H 12.28913 19.29421 15.10081 -0.374 -0.747 0.289
H 15.71313 14.98631 22.38139 0.058 -0.200 0.333
H 12.22669 17.11810 18.90460 1.003 0.362 -0.074
H 10.25841 9.96835 13.43815 0.042 0.060 -0.167
H 10.47096 11.02637 20.68886 0.229 0.222 -0.194
H 19.49845 12.88768 16.17989 0.384 -0.082 0.600
H 12.04112 10.51882 11.67969 -0.034 -0.331 -0.311
H 14.43220 14.38050 21.37688 0.389 -0.726 -0.472
H 12.14198 9.37134 13.02010 1.200 0.151 0.093
H 15.12928 13.44741 12.91212 -0.035 -0.385 -0.090
H 16.18839 11.36231 19.46001 0.673 0.474 0.355
H 13.88045 12.65334 10.93244 -0.401 -0.186 -0.281

[4]
49
Properties=species:S:1:pos:R:3:forces:R:3 method="wB97M-V/def2-TZVPD" orbital_gap_ev="7.2 / 7.1" charge=-1 s_squared=0.764 multiplicity=2 energy_ev=-69801.6046 homo_energy_ev="-5.7 / -5.5"
Ru -0.44861 0.18104 -1.01851 -0.022 -0.331 2.636
S -2.30519 -2.69761 -1.34436 0.972 0.040 0.056
S -0.68013 -0.78473 -3.14252 0.321 0.894 0.749
S -2.21552 -5.25030 0.15406 0.274 -0.162 -0.209
O 1.57700 -0.26718 -0.13731 -0.911 0.314 -1.314
O -2.62880 -0.02950 -0.37268 1.004 0.229 -1.129
O 2.87884 0.10158 1.65399 -0.097 -0.055 -0.187
O -4.05941 0.00815 1.35780 0.091 0.080 -0.186
N 0.24902 -2.78404 -1.61659 0.225 0.564 -0.055
N -0.11124 -3.90496 -0.98808 -0.241 0.040 -0.088
N -0.58533 0.18759 1.21227 0.177 1.098 -0.961
C -0.68242 5.43272 -2.57283 0.011 0.024 0.014
C 3.25463 -5.00332 0.03893 0.038 0.003 0.011
C 0.96685 -4.78242 -0.65327 0.282 -0.230 0.169
C -0.73794 -1.96458 -1.84262 -1.248 -2.006 -1.224
C -0.69529 1.21445 3.74055 -0.020 -0.033 -0.153
C -0.49742 4.86302 -1.16132 0.035 -0.014 0.054
C 3.14705 -6.38386 -0.02946 -0.014 -0.048 -0.052
C 0.54272 0.42712 1.86590 0.295 -0.099 -0.139
C -1.45877 -4.07581 -0.73519 -0.400 0.169 0.467
C -2.95065 0.11804 0.85726 0.176 0.155 0.464
C -1.76368 0.42936 1.76509 -0.362 -0.068 -0.194
C -0.37566 2.18478 -1.20757 -0.263 -0.860 0.527
C 0.53201 0.94711 3.14640 0.023 -0.092 0.120
C 1.80268 0.07741 1.07520 -0.108 0.238 0.541
C 1.94966 -6.95627 -0.43110 0.024 -0.019 -0.027
C 0.85912 -6.16479 -0.75434 -0.083 0.200 -0.031
C 0.81215 5.39351 -0.55838 -0.071 0.052 -0.005
C -1.86696 0.93823 3.04659 0.061 -0.086 0.140
C 2.17122 -4.20030 -0.27388 -0.116 0.149 0.099
C -1.67618 5.29123 -0.27588 0.022 0.073 0.009
C -0.44246 3.39517 -1.20009 0.089 -0.184 -0.101
H 2.24767 -3.12101 -0.23227 0.011 0.008 0.030
H 1.47467 1.13413 3.64114 0.005 -0.012 -0.023
H 4.18554 -4.54199 0.34129 -0.009 0.018 -0.010
H -0.73844 1.64276 4.73418 0.003 -0.013 0.002
H 0.80028 6.48723 -0.53206 0.016 -0.001 -0.004
H 1.85615 -8.03189 -0.50898 0.019 0.001 0.001
H 1.66777 5.06145 -1.14648 0.002 0.014 -0.014
H 3.99641 -7.01214 0.20703 -0.008 0.013 0.038
H 0.93661 5.02180 0.45915 0.015 -0.013 -0.002
H -1.61283 5.07594 -3.01568 -0.003 -0.016 0.014
H -2.84828 1.11469 3.46343 -0.012 -0.019 -0.032
H -0.71083 6.52528 -2.53104 -0.007 0.005 -0.026
H -0.05286 -6.62097 -1.09588 -0.197 0.006 0.040
H -1.54283 4.92001 0.74101 -0.003 -0.021 -0.006
H -1.74540 6.38255 -0.24004 -0.006 0.002 -0.006
H -2.61465 4.89170 -0.66081 0.005 -0.001 -0.017
H 0.13973 5.12956 -3.22203 0.007 -0.008 0.011